## 1
Below is the molecule CH4Cl2OSi, with properties calculated with ωB97M-V/def2-TZVPD.

**E_HOMO**: -9.978 eV
**Kohn-Sham gap**: 9.989 eV
**LUMO**: 0.0 eV
**Charge**: 0
**SMILES string**: C[Si](O)(Cl)Cl
**Multiplicity**: 1

```
9
CH4Cl2OSi, DFT ωB97M-V/def2-TZVPD
C -0.171 0.372 -0.581
Si -1.045 -1.270 -0.267
O -0.598 -2.098 1.037
Cl -0.497 -2.293 -2.639
Cl -3.008 -1.424 -0.370
H 0.900 0.287 -0.430
H -0.327 0.685 -1.606
H -0.544 1.160 0.068
H 0.222 -1.986 1.521
```

Here are the Löwdin charges for atoms 1 to 2, given in e: -0.21 -0.04


## 2
Below is a cluster of 2 separate species, CH4Cl2OSi in total, with properties calculated with ωB97M-V/def2-TZVPD.

**E_HOMO**: -10.932 eV
**Kohn-Sham gap**: 10.585 eV
**LUMO**: -0.3 eV
**Charge**: 0
**SMILES string**: C[Si](=O)Cl.Cl
**Multiplicity**: 1

```
9
CH4Cl2OSi, DFT ωB97M-V/def2-TZVPD
C -0.096 0.106 0.240
Si 0.646 -1.645 0.038
O 2.106 -1.905 -0.119
Cl -0.659 -3.141 -0.342
H 0.729 0.703 -0.165
H -0.855 0.240 -0.441
H -0.229 0.475 1.259
Cl 4.004 0.621 0.269
H 3.012 -0.300 0.420
```

Here are the Löwdin charges for atoms 1 to 2, given in e: -0.16 0.15


1 is favored, and the nearest alternative lies 145.3 kJ/mol above it.


## 1
Below is the ion H2N5O2 with charge -1, with properties calculated with ωB97M-V/def2-TZVPD.

**E_HOMO**: -2.759 eV
**Kohn-Sham gap**: 7.900 eV
**LUMO**: 5.1 eV
**Charge**: -1
**SMILES string**: [O-]N1NNN=[N+]1[O-]
**Multiplicity**: 1

```
9
H2N5O2, DFT ωB97M-V/def2-TZVPD
O -1.197 1.825 -0.010
N -0.560 0.779 0.206
N 1.083 0.684 -0.206
N 1.222 -0.608 0.215
N 0.133 -1.312 -0.062
N -0.906 -0.511 -0.068
O -2.070 -0.985 -0.052
H 0.928 0.559 -1.190
H 1.366 -0.431 1.167
```

Here are the Löwdin charges for atoms 1 to 2, given in e: -0.19 -0.25


## 2
Below is a structure of composition H2N5O2, with properties calculated with ωB97M-V/def2-TZVPD.

**E_HOMO (spin up / spin down)**: -2.994 / -2.995 eV
**Kohn-Sham gap (spin up / spin down)**: 7.539 / 7.540 eV
**LUMO (spin up / spin down)**: 4.5 / 4.5 eV
**Charge**: -1
**Multiplicity**: 1

```
9
H2N5O2, DFT ωB97M-V/def2-TZVPD
N 0.265 1.342 -0.166
N -0.830 0.816 -0.381
N -0.964 -0.819 0.371
N 1.336 0.902 0.173
N 0.290 -1.412 0.481
O 2.504 1.358 0.155
O 0.589 -2.281 -0.383
H -1.660 1.228 0.100
H -1.531 -1.134 -0.352
```

Here are the Löwdin charges for atoms 1 to 2, given in e: -0.14 -0.03


## 3
Below is the ion H2N5O2 with charge -1, with properties calculated with ωB97M-V/def2-TZVPD.

**E_HOMO (spin up / spin down)**: -2.950 / -2.950 eV
**Kohn-Sham gap (spin up / spin down)**: 7.908 / 7.908 eV
**LUMO (spin up / spin down)**: 5.0 / 5.0 eV
**Charge**: -1
**SMILES string**: [O-]N1NNN=[N+]1[O-]
**Multiplicity**: 1

```
9
H2N5O2, DFT ωB97M-V/def2-TZVPD
O 1.044 -0.031 1.838
N 0.119 0.316 1.005
N -0.511 -1.007 0.352
N -0.643 -0.717 -1.023
N -0.170 0.614 -1.240
N 0.506 0.997 -0.235
O 1.118 2.095 -0.228
H 0.279 -1.632 0.655
H -1.741 -0.635 -1.123
```

Here are the Löwdin charges for atoms 1 to 2, given in e: -0.29 -0.24


3 is favored, and the nearest alternative lies 49.4 kJ/mol above it.


## 1
Below is a cluster of 3 separate species, CH4NO2S2 in total, with properties calculated with ωB97M-V/def2-TZVPD.

**E_HOMO (spin up / spin down)**: -3.127 / -3.128 eV
**Kohn-Sham gap (spin up / spin down)**: 5.918 / 5.919 eV
**LUMO (spin up / spin down)**: 2.8 / 2.8 eV
**Charge**: -1
**Multiplicity**: 1

```
10
CH4NO2S2, DFT ωB97M-V/def2-TZVPD
C 0.081 -0.345 0.534
N 0.855 0.575 0.073
O 4.173 0.953 0.235
O 3.865 -1.370 0.010
S -2.093 -0.214 -0.669
S 3.448 -0.066 -0.457
H -0.452 -0.397 1.436
H 0.111 -1.309 0.135
H 0.726 1.474 0.460
H -2.314 -0.190 -1.958
```

Here are the Löwdin charges for atoms 1 to 2, given in e: -0.40 -0.10


## 2
Below is a cluster of 2 separate species, CH4NO2S2 in total, with properties calculated with ωB97M-V/def2-TZVPD.

**E_HOMO**: -3.601 eV
**Kohn-Sham gap**: 7.294 eV
**LUMO**: 3.7 eV
**Charge**: -1
**Multiplicity**: 1

```
10
CH4NO2S2, DFT ωB97M-V/def2-TZVPD
C -0.334 -1.226 1.507
N 0.280 -0.170 1.697
O 1.522 0.785 -0.599
O -0.437 2.350 -0.892
S -0.347 0.010 -2.801
S 0.673 1.581 -1.510
H -1.371 -1.220 1.080
H 0.006 -2.144 1.935
H -0.030 0.709 1.392
H 0.037 -0.675 -1.808
```

Here are the Löwdin charges for atoms 1 to 2, given in e: -0.18 0.03


2 is favored, and the nearest alternative lies 70.4 kJ/mol above it.


## 1
Below is a cluster of 2 separate species, C5H8N2OS in total, with properties calculated with ωB97M-V/def2-TZVPD.

**E_HOMO**: -8.763 eV
**Kohn-Sham gap**: 9.403 eV
**LUMO**: 0.6 eV
**Charge**: 0
**SMILES string**: C=C/N=C(/O)S.CC#N
**Multiplicity**: 1

```
17
C5H8N2OS, DFT ωB97M-V/def2-TZVPD
C 1.569 -1.684 -1.800
C 0.550 -1.302 -1.040
N -0.382 -0.221 -1.275
C -0.271 1.035 -1.118
O -1.083 1.954 -1.589
S 1.259 1.816 -0.729
H 2.016 -2.614 -1.665
H 1.913 -1.085 -2.506
H 0.352 -1.961 -0.181
H -1.729 1.504 -2.277
H 0.876 2.830 -0.041
C -0.757 -0.411 2.721
C -1.181 0.661 1.778
N -1.286 1.483 0.995
H 0.365 -0.579 2.492
H -1.143 -1.297 2.429
H -1.069 -0.131 3.806
```

Here are the Löwdin charges for atoms 1 to 2, given in e: 0.01 -0.23


## 2
Below is a structure of composition C5H8N2OS, with properties calculated with ωB97M-V/def2-TZVPD.

**E_HOMO**: -7.521 eV
**Kohn-Sham gap**: 8.292 eV
**LUMO**: 0.8 eV
**Charge**: 0
**Multiplicity**: 1

```
17
C5H8N2OS, DFT ωB97M-V/def2-TZVPD
C -3.159 -1.079 -0.615
C -3.385 -0.386 0.452
C -0.874 0.421 -0.203
C 1.314 0.980 0.454
C 2.368 0.327 -0.431
N -2.046 -0.957 0.339
N 0.185 0.134 0.576
O -1.226 1.249 -0.974
S 3.314 -1.097 0.262
H -3.379 -1.801 -1.367
H -3.766 0.402 1.011
H 1.006 1.841 0.028
H 1.823 1.374 1.307
H 1.820 0.272 -1.424
H 3.238 1.111 -0.661
H 0.450 -0.780 0.869
H 2.317 -2.012 0.376
```

Here are the Löwdin charges for atoms 1 to 2, given in e: -0.06 -0.06


1 is favored, and the nearest alternative lies 222.7 kJ/mol above it.